C39H42InN16O8 as an isolated structure in a non-equilibrium geometry. Source: the OMol25 dataset; level of theory: ωB97M-V/def2-TZVPD.

Last column: Löwdin charge in e.
Positions of all 106 atoms, in Å:
In  1.475  0.247  -1.013  0.85
C  2.883  -1.547  3.914  -0.03
N  1.574  -1.317  3.290  -0.06
C  0.506  -1.227  4.271  -0.11
C  -0.739  -0.939  3.436  -0.07
N  -0.128  -0.327  2.263  -0.07
C  -0.763  0.774  1.628  -0.02
C  1.193  -0.544  2.227  -0.35
N  1.965  -0.041  1.255  0.04
C  3.411  -0.168  1.415  -0.22
C  4.076  0.445  0.218  -0.21
N  3.570  -0.196  -1.015  0.01
C  4.400  -0.788  -1.838  -0.39
N  4.125  -1.910  -2.520  -0.04
C  2.965  -2.812  -2.373  0.02
C  5.340  -2.412  -3.157  -0.09
C  6.240  -1.160  -3.091  -0.11
N  5.623  -0.334  -2.073  -0.08
C  5.781  1.075  -2.411  -0.01
H  2.716  -2.287  4.685  0.09
H  3.280  -0.662  4.416  0.10
H  3.573  -2.068  3.262  0.08
H  0.717  -0.349  4.890  0.13
H  0.454  -2.086  4.940  0.13
H  -1.437  -0.271  3.919  0.12
H  -1.289  -1.882  3.156  0.14
H  -0.549  1.692  2.165  0.10
H  -1.808  0.555  1.578  0.08
H  -0.356  0.895  0.635  0.04
H  3.728  -1.222  1.417  0.11
H  3.767  0.294  2.341  0.12
H  5.133  0.365  0.290  0.12
H  3.839  1.485  0.202  0.10
H  2.068  -2.278  -2.484  0.04
H  2.909  -3.272  -1.362  0.09
H  3.071  -3.502  -3.188  0.10
H  5.102  -2.775  -4.178  0.14
H  5.775  -3.229  -2.570  0.13
H  6.205  -0.673  -4.072  0.13
H  7.309  -1.354  -2.897  0.14
H  5.313  1.318  -3.374  0.11
H  6.855  1.259  -2.471  0.10
H  5.370  1.712  -1.588  0.10
O  1.628  -0.561  -5.089  0.08
C  1.163  -0.073  -4.076  -0.53
O  1.917  0.300  -3.047  -0.13
C  -0.317  0.226  -4.007  -0.03
C  -1.009  0.211  -5.185  0.07
C  -2.373  0.484  -5.230  -0.10
C  -3.085  0.892  -4.086  0.10
C  -2.349  0.900  -2.933  -0.08
C  -1.015  0.563  -2.817  -0.27
O  -0.536  0.568  -1.601  -0.16
N  -3.063  1.162  -1.675  -0.31
O  -3.504  2.268  -1.465  0.11
O  -3.154  0.242  -0.889  0.07
N  -3.141  0.196  -6.464  -0.35
O  -4.341  0.280  -6.434  0.09
O  -2.463  -0.046  -7.461  0.08
H  -0.483  -0.047  -6.100  0.14
H  -4.151  1.064  -4.177  0.14
C  -1.454  4.819  -0.208  -0.02
N  -0.291  4.049  -0.711  -0.07
C  0.413  3.169  -0.090  -0.16
N  1.281  2.574  -0.888  0.06
C  1.071  3.189  -2.047  -0.18
N  0.084  4.070  -2.001  0.16
C  -1.881  4.416  1.199  -0.20
C  -1.488  5.221  2.271  -0.02
C  -1.829  4.911  3.600  -0.06
C  -2.572  3.817  3.825  -0.04
C  -3.024  2.997  2.777  -0.11
C  -2.730  3.328  1.452  0.03
C  -3.737  1.746  3.176  -0.26
N  -4.171  1.476  4.373  0.11
N  -4.552  0.201  4.366  0.12
C  -4.299  -0.256  3.184  -0.32
O  -3.813  0.666  2.357  0.12
C  -4.278  -1.653  2.730  -0.12
C  -4.863  -2.635  3.535  -0.01
C  -4.713  -3.982  3.180  -0.03
C  -3.959  -4.368  2.040  -0.01
C  -3.454  -3.382  1.200  -0.20
C  -2.657  -3.744  -0.033  -0.07
N  -1.354  -3.150  -0.072  -0.10
C  -1.033  -1.989  -0.590  -0.09
N  0.288  -1.824  -0.494  0.06
C  0.698  -2.903  0.183  -0.21
N  -0.260  -3.776  0.454  0.16
C  -3.592  -2.041  1.524  0.03
H  -2.258  4.565  -0.913  0.13
H  -1.185  5.860  -0.226  0.13
H  0.359  3.019  0.962  0.13
H  1.537  2.919  -2.972  0.13
H  -0.832  6.078  2.131  0.12
H  -1.482  5.538  4.431  0.12
H  -2.760  3.547  4.862  0.12
H  -3.094  2.724  0.650  0.09
H  -5.366  -2.314  4.471  0.13
H  -5.040  -4.737  3.848  0.10
H  -3.767  -5.396  1.794  0.11
H  -3.194  -3.432  -0.929  0.15
H  -2.432  -4.809  -0.122  0.14
H  -1.696  -1.245  -0.981  0.11
H  1.723  -3.097  0.495  0.12
H  -3.309  -1.278  0.811  0.09

Its calculated total energy is -3179.2131 Eh. For the LUMO energy, the calculation gives -2.4 eV. The net charge is +1. The HOMO-LUMO gap comes out at 8.51 eV.